1.
C32H64N17S2V | ωB97M-V with the def2-TZVPD basis set

- Energy relative to the best compared isomer or geometry (same formula, charge and spin): 1.054 eV
- LUMO energy (alpha / beta): -9.8 / -9.1 eV
- HOMO (alpha / beta): -13.4863 / -13.4872 eV
- Orbital gap (alpha / beta): 0.136 / 0.160 Ha

Geometry as ORCA input:
```
! wB97M-V def2-TZVPD RIJCOSX def2/J DEFGRID3
* xyz 3 2
V 0.076 0.993 0.236
C -4.622 -2.869 0.807
N -3.332 -3.521 0.649
C -3.314 -4.939 0.987
C -2.218 -2.899 0.167
N -1.861 -1.673 0.484
C -2.480 -1.161 1.690
C -1.626 -0.153 2.408
N -1.390 1.184 1.730
C -0.967 2.128 2.805
C 0.050 3.074 2.216
N 0.978 2.182 1.509
C 2.326 2.355 1.685
N 2.869 3.567 1.805
C 2.316 4.771 1.192
C 4.064 3.810 2.623
N 3.088 1.256 1.765
C 2.715 0.093 2.584
C 4.478 1.239 1.314
C -2.564 1.741 1.001
C -2.677 1.162 -0.397
N -1.338 1.171 -1.030
C -1.320 1.315 -2.407
N -2.041 2.267 -3.002
C -2.422 3.521 -2.363
C -2.618 2.089 -4.339
N -0.537 0.515 -3.127
C 0.039 0.926 -4.409
C -0.298 -0.887 -2.787
N -1.457 -3.639 -0.695
C -0.018 -3.745 -0.560
C -2.058 -4.613 -1.591
H -5.389 -3.513 0.371
H -4.637 -1.925 0.270
H -4.880 -2.710 1.857
H -3.792 -5.068 1.959
H -2.289 -5.294 1.067
H -3.856 -5.546 0.258
H -2.635 -1.959 2.426
H -3.474 -0.727 1.519
H -0.645 -0.595 2.600
H -2.092 0.082 3.368
H -0.487 1.541 3.587
H -1.842 2.622 3.230
H 0.542 3.646 3.003
H -0.412 3.794 1.534
H 1.497 4.520 0.528
H 3.097 5.259 0.609
H 1.971 5.468 1.956
H 4.221 2.985 3.310
H 3.886 4.714 3.204
H 4.951 3.960 2.010
H 1.668 0.126 2.867
H 3.327 0.100 3.489
H 2.891 -0.826 2.036
H 4.660 2.060 0.625
H 4.637 0.293 0.794
H 5.184 1.292 2.143
H -2.415 2.823 0.944
H -3.483 1.561 1.563
H -3.388 1.772 -0.950
H -3.055 0.143 -0.398
H -1.970 3.609 -1.380
H -3.506 3.587 -2.261
H -2.088 4.351 -2.988
H -2.560 1.046 -4.629
H -2.128 2.722 -5.077
H -3.670 2.367 -4.281
H 0.037 2.010 -4.495
H -0.486 0.486 -5.256
H 1.070 0.571 -4.430
H -0.778 -1.148 -1.847
H 0.773 -1.073 -2.712
H -0.701 -1.507 -3.590
H 0.301 -3.257 0.356
H 0.515 -3.316 -1.414
H 0.253 -4.803 -0.502
H -3.135 -4.477 -1.638
H -1.848 -5.641 -1.285
H -1.649 -4.478 -2.596
N 1.966 -1.434 -0.139
C 1.103 -0.686 0.033
C 2.978 -4.689 2.588
N 2.327 -4.648 3.885
C 2.681 -5.441 4.968
C 1.838 -5.148 5.974
N 0.982 -4.177 5.490
C 1.272 -3.871 4.208
S 0.435 -2.762 3.231
H 2.870 -5.679 2.150
H 4.036 -4.456 2.698
H 2.498 -3.953 1.948
H 3.497 -6.139 4.915
H 1.771 -5.534 6.973
H 0.208 -3.760 5.980
N -4.834 -0.973 -2.042
N -3.563 -1.015 -2.704
H -5.347 -1.842 -2.169
H -5.388 -0.242 -2.472
H -3.628 -1.497 -3.598
H -2.934 -1.550 -2.113
N 4.671 3.871 -4.474
C 3.347 4.009 -4.337
S 2.365 4.778 -5.390
C 2.739 3.312 -3.155
C 3.185 2.082 -2.690
C 2.464 1.411 -1.714
N 1.346 1.919 -1.174
C 0.966 3.151 -1.564
C 1.613 3.863 -2.541
H 5.122 4.298 -5.270
H 5.262 3.507 -3.746
H 4.044 1.583 -3.118
H 2.760 0.428 -1.382
H 0.077 3.551 -1.092
H 1.243 4.826 -2.867
*
```

***

2.
C3H8O2 | ωB97M-V with the def2-TZVPD basis set

- Energy relative to the best compared isomer or geometry (same formula, charge and spin): 2.315 eV
- SMILES: C[C@@H](O)C=O.[H][H]
- LUMO energy: 0.7 eV
- HOMO: -9.9642 eV
- Orbital gap: 0.390 Ha

Geometry as ORCA input:
```
! wB97M-V def2-TZVPD RIJCOSX def2/J DEFGRID3
* xyz 0 1
C -1.478 0.263 0.323
C -0.267 -0.394 -0.311
O -0.483 -0.569 -1.698
C 1.011 0.445 -0.289
O 2.009 0.044 -0.848
H -1.624 1.277 -0.061
H -1.389 0.307 1.416
H -2.369 -0.323 0.079
H -0.086 -1.367 0.176
H 0.405 -0.751 -2.048
H 0.958 1.458 0.156
H 1.376 -0.103 1.779
H 1.935 -0.287 1.327
*
```

***

3.
CH2NO3S | ωB97M-V with the def2-TZVPD basis set

- Energy relative to the best compared isomer or geometry (same formula, charge and spin): 3.054 eV
- LUMO energy: 3.8 eV
- HOMO: -2.5998 eV
- Orbital gap: 0.236 Ha

Geometry as ORCA input:
```
! wB97M-V def2-TZVPD RIJCOSX def2/J DEFGRID3
* xyz -1 1
C -1.434 0.177 0.392
N 0.510 -0.655 -1.077
O 0.287 -1.158 0.404
O -2.238 -0.655 0.126
O -0.863 1.138 0.799
S 1.780 0.371 -1.096
H 1.150 1.507 -0.672
H 0.809 -0.726 1.125
*
```

***

4.
C36H26MgN3P | ωB97M-V with the def2-TZVPD basis set

- Energy relative to the best compared isomer or geometry (same formula, charge and spin): 0.428 eV
- LUMO energy: 0.0 eV
- HOMO: -6.6173 eV
- Orbital gap: 0.244 Ha

Geometry as ORCA input:
```
! wB97M-V def2-TZVPD RIJCOSX def2/J DEFGRID3
* xyz 0 1
Mg 0.298 0.559 0.614
C -4.084 0.481 1.493
C -2.878 0.581 0.789
N -1.707 0.621 1.376
C -1.634 0.531 2.713
C -2.792 0.319 3.513
C -4.036 0.327 2.853
C -2.654 0.126 4.899
C -1.395 0.148 5.449
C -0.262 0.452 4.693
C -0.349 0.728 3.328
N 0.587 1.166 2.464
C 1.627 1.987 2.670
C 2.154 2.450 3.876
C 3.211 3.353 3.908
C 3.753 3.886 2.764
C 3.213 3.525 1.518
C 3.618 4.109 0.299
C 3.027 3.717 -0.874
C 2.037 2.729 -0.829
N 1.631 2.178 0.291
C 2.178 2.547 1.459
H -5.024 0.508 0.963
H -2.885 0.639 -0.290
H -4.937 0.226 3.440
H -3.532 -0.050 5.505
H -1.277 -0.033 6.508
H 0.697 0.437 5.186
H 1.737 2.125 4.814
H 3.602 3.650 4.869
H 4.572 4.590 2.806
H 4.378 4.880 0.308
H 3.311 4.155 -1.819
H 1.541 2.394 -1.735
C 0.833 -1.265 -6.402
C -0.288 -1.852 -5.840
C -0.603 -1.626 -4.512
C 0.194 -0.789 -3.738
C 1.339 -0.230 -4.302
C 1.661 -0.472 -5.625
P -0.108 -0.400 -1.968
C -1.705 -1.247 -1.690
C -2.809 -0.825 -2.435
C -4.062 -1.364 -2.209
C -4.231 -2.316 -1.214
C -3.147 -2.720 -0.452
C -1.889 -2.191 -0.687
C 1.047 -1.536 -1.153
C 1.623 -2.625 -1.796
C 2.451 -3.465 -1.077
C 2.665 -3.224 0.270
C 2.065 -2.142 0.898
C 1.255 -1.245 0.203
H 1.058 -1.431 -7.445
H -0.919 -2.501 -6.431
H -1.474 -2.098 -4.079
H 1.979 0.395 -3.692
H 2.558 -0.048 -6.053
H -2.678 -0.073 -3.206
H -4.911 -1.029 -2.791
H -5.205 -2.750 -1.039
H -3.284 -3.444 0.339
H -1.047 -2.511 -0.089
H 1.442 -2.819 -2.844
H 2.912 -4.317 -1.555
H 3.312 -3.881 0.834
H 2.242 -1.996 1.961
*
```

***

5.
C60H48N4O5PScSe3 | ωB97M-V with the def2-TZVPD basis set

- Energy relative to the best compared isomer or geometry (same formula, charge and spin): 1.699 eV
- LUMO energy: 3.5 eV
- HOMO: -1.5573 eV
- Orbital gap: 0.185 Ha

Geometry as ORCA input:
```
! wB97M-V def2-TZVPD RIJCOSX def2/J DEFGRID3
* xyz -2 1
Sc -20.864 -21.262 -6.112
C -29.021 -17.271 -1.327
O -28.500 -18.655 -1.429
C -27.299 -18.856 -2.097
C -26.380 -17.875 -2.451
C -25.266 -18.270 -3.196
C -25.010 -19.592 -3.579
C -25.959 -20.544 -3.180
C -27.048 -20.207 -2.453
C -23.770 -20.024 -4.303
C -23.036 -21.147 -3.773
C -23.343 -21.980 -2.674
C -22.575 -23.092 -2.791
C -21.841 -22.994 -3.926
N -22.075 -21.837 -4.498
C -20.767 -23.927 -4.495
C -19.452 -23.226 -4.265
C -18.329 -23.526 -3.523
C -17.421 -22.527 -3.758
C -17.977 -21.632 -4.682
C -17.355 -20.633 -5.504
C -15.853 -20.633 -5.421
C -15.070 -19.575 -5.063
C -13.698 -19.603 -4.987
C -13.048 -20.803 -5.275
O -11.659 -20.937 -5.276
C -10.953 -19.980 -5.998
C -13.802 -21.904 -5.603
C -15.206 -21.855 -5.695
C -17.967 -19.863 -6.445
N -19.332 -19.714 -6.654
C -19.555 -18.728 -7.510
C -20.833 -18.133 -7.698
C -20.963 -17.056 -8.746
C -21.354 -17.227 -10.079
C -21.545 -16.156 -10.893
C -21.392 -14.837 -10.541
O -21.704 -13.823 -11.439
C -21.567 -12.500 -11.012
C -20.939 -14.674 -9.253
C -20.721 -15.722 -8.370
C -21.997 -18.407 -6.923
C -23.299 -17.751 -7.057
C -24.108 -18.287 -6.065
C -23.343 -19.257 -5.361
N -22.089 -19.357 -5.926
C -18.229 -18.216 -8.004
C -17.284 -18.901 -7.319
N -19.257 -22.110 -4.964
C -20.992 -25.394 -4.055
C -22.204 -26.034 -4.283
C -22.362 -27.403 -3.923
C -21.356 -28.177 -3.340
O -21.651 -29.434 -3.064
C -20.627 -30.258 -2.502
C -20.087 -27.546 -3.166
C -19.960 -26.172 -3.524
H -30.012 -17.430 -0.910
H -28.936 -16.773 -2.330
H -28.370 -16.666 -0.634
H -26.524 -16.808 -2.133
H -24.530 -17.529 -3.360
H -25.781 -21.572 -3.515
H -27.871 -20.941 -2.162
H -24.092 -21.735 -1.891
H -22.580 -24.019 -2.160
H -18.259 -24.356 -2.812
H -16.425 -22.373 -3.366
H -15.595 -18.673 -4.716
H -13.106 -18.714 -4.751
H -10.089 -20.446 -6.427
H -10.640 -19.093 -5.434
H -11.554 -19.576 -6.816
H -13.365 -22.846 -5.859
H -15.797 -22.733 -5.977
H -21.452 -18.245 -10.504
H -21.925 -16.318 -11.909
H -21.917 -11.999 -11.869
H -20.512 -12.310 -10.839
H -22.093 -12.274 -10.094
H -20.759 -13.698 -8.691
H -20.488 -15.525 -7.338
H -23.523 -17.000 -7.790
H -25.177 -18.089 -5.865
H -18.012 -17.434 -8.699
H -16.200 -18.675 -7.406
H -23.012 -25.461 -4.622
H -23.318 -27.871 -4.130
H -21.178 -31.139 -2.215
H -20.160 -29.824 -1.576
H -19.890 -30.508 -3.272
H -19.246 -28.183 -2.790
H -18.947 -25.799 -3.411
Se -24.101 -21.734 -9.888
P -23.835 -23.374 -11.248
Se -21.806 -24.228 -11.325
C -24.586 -22.999 -12.874
C -25.650 -22.090 -12.904
C -26.376 -21.893 -14.113
C -26.048 -22.656 -15.253
C -25.038 -23.640 -15.201
C -24.327 -23.825 -14.016
C -24.961 -24.747 -10.740
C -25.907 -25.353 -11.551
C -26.712 -26.412 -11.060
C -26.563 -26.853 -9.751
C -25.605 -26.236 -8.937
C -24.839 -25.194 -9.447
H -25.864 -21.549 -12.018
H -27.207 -21.194 -14.103
H -26.637 -22.430 -16.145
H -24.842 -24.271 -16.044
H -23.509 -24.571 -13.943
H -25.983 -25.060 -12.605
H -27.532 -26.827 -11.643
H -27.142 -27.658 -9.362
H -25.450 -26.585 -7.954
H -24.044 -24.718 -8.898
O -21.515 -21.250 -8.278
H -21.741 -20.362 -8.640
H -22.177 -21.892 -8.604
Se -21.049 -24.001 -6.481
*
```

***

6.
C5H5F | ωB97M-V with the def2-TZVPD basis set

- Energy relative to the best compared isomer or geometry (same formula, charge and spin): 4.682 eV
- LUMO energy: 0.4 eV
- HOMO: -9.2915 eV
- Orbital gap: 0.358 Ha

Geometry as ORCA input:
```
! wB97M-V def2-TZVPD RIJCOSX def2/J DEFGRID3
* xyz 0 1
C 1.315 0.758 0.022
C 2.611 0.622 0.043
C -2.314 -0.683 -0.542
C 0.020 1.106 -0.206
C -1.974 0.496 -0.146
F -2.643 1.398 0.631
H 3.090 0.355 -0.894
H 3.279 0.782 1.021
H -1.634 -1.207 -1.124
H -3.308 -1.169 -0.563
H -0.071 2.184 -0.083
*
```

***

7.
C15H33ClO7P3S2 | ωB97M-V with the def2-TZVPD basis set

- LUMO energy: -3.2 eV
- HOMO: -11.4868 eV
- Orbital gap: 0.306 Ha

Geometry as ORCA input:
```
! wB97M-V def2-TZVPD RIJCOSX def2/J DEFGRID3
* xyz 1 1
C -2.342 -4.124 2.213
C -2.837 -2.884 2.322
C -2.821 -1.882 1.166
P -2.380 -0.189 1.739
C -1.669 0.856 0.401
C -0.334 0.313 -0.162
C -0.513 -0.843 -1.183
P 0.654 -2.215 -0.827
O 0.098 -3.067 0.231
O 1.973 -1.492 -0.255
C 3.179 -2.287 -0.440
C 4.211 -1.739 0.568
O 0.980 -3.083 -2.149
C -0.157 -3.312 -3.010
C -1.312 -4.105 -2.359
C -1.409 -0.178 3.302
C -0.257 -1.198 3.366
O 0.704 -1.160 2.746
Cl -0.431 -2.517 4.576
P -4.329 0.726 2.270
S -5.411 -0.505 3.297
H -2.640 -4.790 1.400
H -1.592 -4.449 2.937
H -3.246 -2.532 3.275
H -2.172 -2.230 0.356
H -3.857 -1.818 0.767
H -2.406 0.870 -0.416
H -1.500 1.865 0.806
H 0.350 0.086 0.665
H 0.133 1.141 -0.713
H -0.233 -0.474 -2.184
H -1.541 -1.205 -1.280
H 3.012 -3.356 -0.260
H 3.564 -2.068 -1.444
H 5.181 -2.230 0.452
H 4.280 -0.658 0.386
H 3.793 -1.887 1.571
H 0.227 -3.907 -3.846
H -0.564 -2.388 -3.447
H -1.799 -4.743 -3.108
H -0.964 -4.747 -1.544
H -2.091 -3.421 -1.991
H -2.052 -0.364 4.175
H -0.972 0.824 3.427
H -4.931 1.182 1.064
H -3.971 1.874 3.022
O 0.331 5.908 -2.244
S 1.148 4.738 -2.185
O 0.753 3.599 -1.403
O 2.628 5.155 -1.774
C 2.817 5.904 -0.558
C 2.657 5.042 0.679
C 1.515 4.196 -3.820
H 2.139 6.760 -0.535
H 3.832 6.296 -0.597
H 1.633 4.685 0.782
H 2.908 5.611 1.574
H 3.303 4.164 0.621
H 1.844 5.048 -4.409
H 0.600 3.779 -4.238
H 2.285 3.430 -3.773
*
```

***

8.
C21H30HgN4O4S2 | ωB97M-V with the def2-TZVPD basis set

- Energy relative to the best compared isomer or geometry (same formula, charge and spin): 0.414 eV
- LUMO energy (alpha / beta): 2.4 / 2.4 eV
- HOMO (alpha / beta): -4.3453 / -4.3447 eV
- Orbital gap (alpha / beta): 0.247 / 0.247 Ha

Geometry as ORCA input:
```
! wB97M-V def2-TZVPD RIJCOSX def2/J DEFGRID3
* xyz -1 2
Hg -0.488 0.473 0.178
C -1.464 4.525 4.555
C -0.034 4.577 4.021
N 0.615 3.286 3.995
C 0.590 2.388 2.949
S -0.052 2.908 1.434
N 1.130 1.241 3.290
N 1.044 0.195 2.442
C 1.940 -0.715 2.575
C 3.114 -0.581 3.508
C 1.855 -1.928 1.732
C 2.993 -2.697 1.480
C 2.903 -3.790 0.637
C 1.675 -4.119 0.089
C 0.590 -3.325 0.428
N 0.666 -2.266 1.219
H -1.908 5.525 4.554
H -1.488 4.140 5.578
H -2.065 3.875 3.919
H 0.571 5.255 4.629
H -0.048 4.950 3.000
H 0.821 2.850 4.881
H 2.949 0.271 4.159
H 4.036 -0.416 2.944
H 3.241 -1.484 4.112
H 3.946 -2.417 1.909
H 3.787 -4.370 0.400
H 1.560 -4.946 -0.598
H -0.397 -3.551 0.037
O 0.880 1.379 -2.348
O 1.177 1.852 -3.512
C -2.592 0.301 -0.174
H -2.905 -0.729 0.001
H -2.867 0.591 -1.188
H -3.110 0.950 0.531
C 2.709 2.189 -0.990
C 2.074 0.902 -1.531
O 1.607 0.106 -0.562
C 2.990 0.123 -2.484
C 2.489 -1.051 -3.040
C 3.242 -1.794 -3.933
C 4.525 -1.383 -4.276
C 5.045 -0.234 -3.701
C 4.280 0.518 -2.813
H 1.994 2.645 -0.306
H 2.952 2.887 -1.795
H 3.603 1.922 -0.428
H 1.500 -1.391 -2.759
H 2.818 -2.694 -4.364
H 5.118 -1.957 -4.980
H 6.049 0.094 -3.947
H 4.709 1.413 -2.385
C -3.197 -2.861 -3.404
S -1.638 -2.056 -2.943
C -1.807 -0.706 -4.120
O -0.582 -2.973 -3.456
H -3.100 -3.182 -4.441
H -4.034 -2.172 -3.276
H -3.319 -3.724 -2.753
H -2.704 -0.141 -3.860
H -1.867 -1.116 -5.129
H -0.937 -0.061 -4.026
*
```

***

9.
C3H7NO2 | ωB97M-V with the def2-TZVPD basis set

- Energy relative to the best compared isomer or geometry (same formula, charge and spin): 2.231 eV
- LUMO energy (alpha / beta): -6.4 / -10.1 eV
- HOMO (alpha / beta): -13.5973 / -13.5059 eV
- Orbital gap (alpha / beta): 0.263 / 0.124 Ha

Geometry as ORCA input:
```
! wB97M-V def2-TZVPD RIJCOSX def2/J DEFGRID3
* xyz 1 2
O -0.049 -1.593 -1.904
C -1.186 -1.548 -1.552
C -1.919 -0.430 -0.856
H -1.858 -2.225 -2.142
H -2.916 -0.366 -1.280
H -1.989 -0.688 0.213
H -1.289 0.456 -0.880
C 1.335 1.201 1.786
N 1.581 1.473 0.453
O 0.299 0.735 2.180
H 2.202 1.525 2.391
H 0.715 1.491 -0.029
H 2.499 1.276 0.091
*
```

***

The following E_tot values (in Ha) correspond, in order, to the records above: -3928.1019; -269.5098; -717.9292; -2093.2573; -11216.9903; -293.1700; -3398.3978; -2287.8790; -323.3493.